# 1
C17H13F4N5O10Y as an isolated structure in a non-equilibrium geometry, computed with ωB97M-V/def2-TZVPD.

```
50
Properties=species:S:1:pos:R:3:mulliken_charge:R:1
Y 0.81932 -0.33158 -0.58009 1.3415
C -2.47244 0.87019 -0.82926 -1.4115
N -1.14249 1.36555 -0.49913 0.8620
C -1.17525 2.08393 0.77441 -1.3163
C -0.68044 2.24229 -1.59664 -1.1426
C 0.70453 2.84445 -1.34084 -0.8793
N 1.62897 1.79219 -0.97530 0.0677
C 2.91660 2.09438 -0.72716 0.2962
C 3.82021 1.04174 -0.42414 0.3406
F 3.30278 -0.24043 -0.38969 -0.3348
C 5.16053 1.21194 -0.17181 -0.0851
F 5.91562 0.12415 0.09738 -0.3090
C 5.74400 2.47650 -0.18965 -0.5826
C 4.89184 3.53293 -0.47475 0.0478
F 5.38543 4.79662 -0.50518 -0.3253
C 3.54048 3.36489 -0.73122 0.3624
F 2.81079 4.49264 -0.99061 -0.3329
H -3.17032 1.71004 -0.99188 0.3982
H -2.84893 0.25822 -0.01002 0.3357
H -2.43393 0.24437 -1.72389 0.4015
H -1.78420 3.00097 0.69958 0.2945
H -0.16601 2.34439 1.09050 0.3021
H -1.60584 1.43804 1.53889 0.4297
H -1.41058 3.06497 -1.75920 0.3754
H -0.65802 1.63447 -2.51411 0.3561
H 0.63301 3.61942 -0.55585 0.4922
H 1.03184 3.37054 -2.25710 0.5516
H 6.78566 2.62422 0.00854 0.4981
O -0.19523 -0.70811 3.49824 -0.7376
C -0.17974 -0.97747 2.31356 0.2949
O 0.70052 -0.53114 1.49112 -0.7071
C -1.29077 -1.88749 1.74883 0.8180
C -2.08083 -2.50098 2.71117 -0.7351
C -3.12877 -3.34831 2.34742 -0.3947
C -3.43326 -3.59180 1.01605 -0.5928
C -2.66507 -2.94683 0.06622 -0.0955
C -1.56798 -2.11166 0.35345 0.8006
O -0.88858 -1.60077 -0.58945 -0.7842
N -3.01868 -3.15036 -1.31896 0.9530
O -2.82827 -2.22927 -2.08227 -0.5207
O -3.45611 -4.23111 -1.63347 -0.6430
N -3.93050 -3.97516 3.36537 1.0542
O -4.86086 -4.65966 2.99827 -0.6687
O -3.64216 -3.76571 4.52251 -0.6482
H -1.86349 -2.30258 3.75511 0.6038
H -4.24608 -4.24430 0.72809 0.5758
O 1.32642 -0.96721 -2.67982 -0.8201
N 1.77454 -2.11248 -2.34322 1.5249
O 2.16603 -2.86068 -3.12854 -0.6742
O 1.76570 -2.36896 -1.11144 -0.6372
```

Its total charge is -1. The energy relative to the best compared isomer or geometry (same formula, charge and spin) comes out at 0.105 eV.

# 2
C3H5I3O as an isolated structure in a non-equilibrium geometry, computed with ωB97M-V/def2-TZVPD.

```
12
Properties=species:S:1:pos:R:3:mulliken_charge:R:1
C -0.12432 -2.21011 -0.36960 -0.7247
C 0.96467 -1.33331 -0.82196 0.2132
C -0.38136 2.49383 0.77473 -0.6885
O 1.35306 -0.27537 -0.39031 -0.4514
I -0.88269 2.58183 2.87129 0.1357
I 0.31793 4.30422 -0.09037 0.1295
I -1.94866 1.60617 -0.36003 0.1438
H -0.05314 -3.24827 -0.73891 0.3128
H -1.20667 -1.82942 -0.66634 0.1782
H -0.11856 -2.17563 0.72017 0.2452
H 1.55332 -1.88075 -1.66956 0.2186
H 0.52644 1.96682 0.74091 0.2876
```

The energy relative to the best compared isomer or geometry (same formula, charge and spin) comes out at 0.000 eV.

# 3
C7H19ClMgN3O3 as an isolated structure in a non-equilibrium geometry, computed with ωB97M-V/def2-TZVPD.

```
34
Properties=species:S:1:pos:R:3:mulliken_charge:R:1
Mg 19.11571 9.81088 -4.61131 0.4958
Cl 18.59890 10.59289 -2.51313 -0.5011
C 19.37122 15.10686 -1.59021 0.6469
O 20.08385 15.82871 -0.82704 -0.7444
N 18.79696 15.63195 -2.65983 -0.3243
N 19.17006 13.88031 -1.29103 -0.1683
H 18.97774 16.52826 -3.08884 0.1988
H 18.08347 15.12522 -3.16408 0.1366
H 18.72377 13.16612 -1.84858 0.0686
H 19.51597 13.52515 -0.41109 0.1852
C 15.49673 14.92403 -0.27317 -0.7402
O 15.13880 13.91107 -1.22378 -0.2862
C 14.91721 14.52614 -2.54171 -0.6774
C 14.95843 13.50188 -3.61169 -0.5971
N 14.27612 12.23586 -3.21639 -0.4806
C 15.11925 11.08954 -3.04002 -0.2233
C 14.27734 9.83395 -2.71029 -0.7204
O 13.24303 10.04338 -1.75578 -0.2556
C 12.50098 8.90156 -1.56054 -0.7962
H 14.67587 15.64058 -0.24412 0.3262
H 16.36331 15.45865 -0.66216 0.2394
H 15.55758 14.43043 0.69676 0.2213
H 15.44515 15.44257 -2.80538 0.6031
H 13.91126 14.94376 -2.49988 0.3525
H 15.97523 13.17951 -3.83595 0.2231
H 14.47787 13.85430 -4.52435 0.3220
H 14.02877 12.48782 -2.27012 0.3507
H 15.73746 11.28673 -2.16422 0.3300
H 15.83117 10.69050 -3.76255 0.2048
H 14.88277 8.99807 -2.35979 0.3884
H 13.78848 9.46920 -3.61366 0.3625
H 12.32804 8.27409 -2.43488 0.3335
H 11.56425 9.32632 -1.19969 0.2361
H 12.89312 8.31893 -0.72695 0.2896
```

As for the spin multiplicity: 2. The value obtained for the total energy is -36145.891 eV.

# 4
One molecule with the formula H5N3P2 in a non-equilibrium geometry, computed with ωB97M-V/def2-TZVPD.

```
10
Properties=species:S:1:pos:R:3:mulliken_charge:R:1
N 1.50500 -0.03339 0.17297 -0.0595
N 0.77927 1.36121 0.07327 -0.2877
N -0.55184 1.07236 -0.04436 -0.3279
P 3.04838 -0.07753 0.42537 -0.0479
P -1.37406 -0.30661 0.68540 -0.0257
H 1.02660 2.06961 0.86149 0.2921
H -0.93818 1.08716 -0.99927 0.2854
H 2.92894 -1.49376 0.64752 0.0720
H -1.19904 -1.31231 -0.28734 0.0400
H -2.72873 0.08654 0.11830 0.0592
```

The energy relative to the best compared isomer or geometry (same formula, charge and spin) comes out at 0.609 eV. Its SMILES is [H]/P=N/NNP.